(1)
Below is 2 unconnected molecules or ions with the total composition C5H9N3 in a non-equilibrium geometry, with properties calculated with ωB97M-V/def2-TZVPD.

Structure (XYZ):
```
17
Properties=species:S:1:pos:R:3:forces:R:3:nbo_charge:R:1
C 2.085 0.120 -0.237 0.68 1.79 0.99 -0.6420
C 0.597 0.199 0.174 -0.85 -3.91 -2.23 0.0571
C -0.410 1.235 -0.244 -1.18 1.66 2.46 -0.2365
C -1.668 -1.069 -0.506 1.38 -0.86 -0.18 -0.1724
C -0.290 -1.051 -0.157 5.81 -0.23 0.41 -0.1508
H 2.273 0.601 -1.275 -0.15 -0.96 1.75 0.2260
H 2.440 0.853 0.593 0.56 -1.05 -1.60 0.2211
H 2.691 -0.899 -0.076 -1.92 2.13 -0.48 0.2354
H -0.609 1.423 -1.300 0.11 -1.29 -0.37 0.2095
H -0.109 2.257 0.020 -0.68 -0.01 1.05 0.2014
H -2.478 1.712 1.283 2.51 -3.46 -3.67 0.3586
H -1.835 -2.043 -0.856 -2.08 -0.78 -0.73 0.2061
H 0.513 -1.727 -0.626 -2.15 0.22 0.52 0.2002
H 0.841 -1.545 1.489 -1.31 3.24 -0.64 0.3727
N -1.799 0.766 0.457 2.91 10.43 4.74 -0.3192
N -2.413 -0.161 -0.007 -4.24 -4.45 -2.07 -0.1705
N 0.172 -0.670 1.267 0.61 -2.47 0.08 -0.5967
```
Positions in Å, forces in eV/Å.

=====

(2)
Below is a molecular structure, C5H9N3 in a non-equilibrium geometry, with properties calculated with ωB97M-V/def2-TZVPD.

Structure (XYZ):
```
17
Properties=species:S:1:pos:R:3:forces:R:3:nbo_charge:R:1
C -1.708 0.642 0.449 -2.06 -2.08 1.44 0.5865
C 0.193 -0.664 0.244 -2.34 -0.01 1.39 -0.0662
C 1.621 -0.942 0.343 1.69 -1.04 1.05 -0.4032
C 1.686 -0.212 -1.082 1.35 -0.06 -0.40 -0.3831
C 0.444 0.552 -0.552 -1.44 0.81 3.03 -0.0631
H -3.542 1.498 0.383 0.46 0.57 -0.44 0.3514
H -1.496 -1.352 1.396 0.87 2.78 -0.78 0.4107
H -0.203 -1.330 -0.402 -0.82 -2.58 -2.91 0.1613
H 1.985 -0.487 1.279 0.60 1.06 -0.91 0.2168
H 2.043 -1.943 0.488 -0.60 -0.25 -0.69 0.2122
H 1.521 -0.868 -2.023 0.34 0.92 1.89 0.2341
H 2.626 0.376 -1.110 -0.74 -0.12 -0.77 0.2235
H 0.785 1.259 0.233 0.63 0.07 -0.66 0.1644
H -1.133 1.963 -0.952 0.43 -1.53 -0.18 0.3851
N -2.885 1.014 0.978 3.71 -1.57 -1.59 -0.7656
N -0.976 -0.447 1.096 -0.45 0.34 1.00 -0.6357
N -0.962 0.940 -0.768 -1.61 2.68 -0.46 -0.6292
```
Positions in Å, forces in eV/Å.

=====

(3)
Below is a molecular structure, C5H9N3 in a non-equilibrium geometry, with properties calculated with ωB97M-V/def2-TZVPD.

Structure (XYZ):
```
17
Properties=species:S:1:pos:R:3:forces:R:3:nbo_charge:R:1
C 0.600 1.858 0.809 0.48 1.33 -5.55 -0.5969
C 0.090 0.953 -0.555 1.80 -2.44 5.58 -0.0785
C 1.534 0.161 -0.655 -1.77 2.24 -1.80 0.0917
C -0.508 -1.182 0.326 3.35 2.51 -2.00 0.2540
C -2.455 0.085 -0.199 -3.73 -0.01 -2.04 -0.3705
H 0.752 1.297 1.620 0.32 -2.59 3.06 0.2069
H -0.085 2.654 1.024 -0.22 0.55 -0.01 0.2106
H 1.664 2.246 0.508 -2.12 -0.29 0.50 0.2096
H -0.011 1.676 -1.285 -0.89 0.81 -1.95 0.2086
H 2.226 0.841 -1.272 -0.45 -1.41 1.22 0.1936
H -1.336 -1.574 0.592 -4.70 -5.22 3.08 0.1686
H -2.752 1.188 -0.917 0.69 -3.71 2.68 0.2504
H -3.242 0.065 1.350 1.94 0.26 -3.62 0.1096
H -2.923 -1.009 -0.837 0.76 3.62 2.23 0.2198
N 1.867 -0.918 -0.101 -2.37 -0.33 -0.03 -0.2558
N 0.660 -1.653 0.453 1.81 0.19 0.18 -0.3308
N -1.079 -0.092 -0.230 5.09 4.52 -1.54 -0.4909
```
Positions in Å, forces in eV/Å.

=====

(4)
Below is C5H9N3 in the gas phase in a non-equilibrium geometry, with properties calculated with ωB97M-V/def2-TZVPD.

Structure (XYZ):
```
17
Properties=species:S:1:pos:R:3:forces:R:3:nbo_charge:R:1
N 1.701 1.256 0.895 -0.38 -1.14 0.94 -0.8437
C 0.384 0.942 1.494 -0.97 1.70 -2.34 -0.2122
C -0.705 0.934 0.353 0.36 -2.16 0.94 -0.4346
C -0.607 -0.398 -0.359 -0.43 1.71 -0.65 0.1124
C -1.537 -1.386 -0.496 0.91 -0.41 0.05 -0.1240
N -1.033 -2.359 -1.322 -0.57 -0.66 -0.45 -0.4558
C 0.105 -1.947 -1.766 0.17 1.52 0.18 0.1566
N 0.452 -0.701 -1.195 -1.26 -2.42 -0.59 -0.5414
H 1.721 2.200 0.548 0.03 0.32 0.18 0.3529
H 2.328 1.158 1.687 0.59 0.36 -0.45 0.3584
H 0.362 -0.077 1.870 0.25 0.23 0.54 0.2067
H 0.067 1.738 2.185 0.16 -0.62 0.42 0.1700
H -1.665 0.876 0.869 -0.15 0.43 -0.18 0.2198
H -0.706 1.733 -0.383 0.26 0.45 0.29 0.2111
H -2.539 -1.497 -0.117 0.11 0.20 0.41 0.2102
H 0.619 -2.408 -2.598 0.40 0.05 0.35 0.1946
H 1.054 -0.063 -1.665 0.51 0.43 0.37 0.4188
```
Positions in Å, forces in eV/Å.

=====

Relative energy (zero: lowest compared OMol25 entry of this formula, charge and spin), record by record: 732.60, 366.90, 853.57, 65.59 kJ/mol
HOMO-LUMO gap, record by record: 7.99, 9.57, 8.66, 9.31 eV
LUMO energy, record by record: 0.6, 1.0, 0.1, 0.9 eV